# 1
A 2-piece molecular cluster, CHF2O3S overall. Source: the Open Molecules 2025 dataset; level of theory: ωB97M-V/def2-TZVPD.

Element x y z (Å)
C  1.361  -0.347  -1.591
O  -2.153  1.272  2.000
O  0.033  0.061  2.257
O  -1.816  -1.144  1.158
F  2.481  0.520  -1.948
F  0.605  -0.433  -2.728
S  -1.247  0.154  1.590
H  0.736  -0.082  -0.737

Summary:
* net charge: -1
* gap between HOMO and LUMO (alpha / beta): 6.68 / 7.90 eV
* 2S+1: 3
* ⟨S²⟩: 2.01
* LUMO (alpha / beta): 3.79 / 2.42 eV

# 2
C30H34As2AuOSe2 as an isolated structure. Source: the Open Molecules 2025 dataset; level of theory: ωB97M-V/def2-TZVPD.

Element x y z (Å)
Au  0.749  -0.947  0.388
C  0.722  -1.109  -1.638
C  -0.801  -0.727  -1.768
As  -1.133  0.754  -0.432
C  -2.924  1.279  -1.036
C  -3.022  1.944  -2.258
C  -4.255  2.368  -2.734
C  -5.403  2.132  -1.992
C  -5.316  1.471  -0.775
C  -4.082  1.045  -0.296
C  -1.689  -0.236  1.328
C  -1.810  -1.828  1.500
C  -2.180  -2.444  2.723
C  -2.462  -1.604  3.771
C  -2.387  -0.133  3.646
C  -2.027  0.521  2.477
As  2.016  0.519  -1.278
C  1.750  1.189  0.651
C  2.017  0.289  1.737
C  1.864  0.703  3.061
C  1.454  1.996  3.328
C  1.193  2.886  2.277
C  1.340  2.489  0.955
C  1.571  2.015  -2.458
C  2.221  3.226  -2.226
C  1.985  4.322  -3.043
C  1.108  4.214  -4.114
C  0.481  3.004  -4.372
C  0.717  1.906  -3.552
H  1.015  -1.661  -2.514
H  0.876  -1.829  -0.738
H  -1.479  -1.586  -1.689
H  -0.980  -0.297  -2.755
H  -2.131  2.142  -2.843
H  -4.319  2.886  -3.682
H  -6.365  2.466  -2.360
H  -6.211  1.290  -0.194
H  -4.045  0.536  0.657
H  -1.608  -2.534  0.638
H  -2.233  -3.518  2.822
H  -2.755  -2.028  4.722
H  -2.636  0.466  4.511
H  -2.012  1.603  2.441
H  2.355  -0.763  1.528
H  2.065  0.015  3.872
H  1.333  2.324  4.353
H  0.872  3.896  2.498
H  1.120  3.200  0.171
H  2.920  3.322  -1.403
H  2.490  5.259  -2.848
H  0.926  5.067  -4.755
H  -0.186  2.910  -5.220
H  0.244  0.970  -3.809
C  1.530  -4.117  3.526
Se  1.104  -2.975  1.991
C  1.992  -4.177  0.681
C  3.424  -3.597  0.437
Se  3.184  -1.664  0.177
C  3.109  -1.868  -1.839
H  1.007  -5.072  3.448
H  1.190  -3.610  4.433
H  2.610  -4.258  3.602
H  1.404  -4.143  -0.242
H  2.024  -5.217  1.016
H  3.943  -4.080  -0.395
H  4.037  -3.730  1.332
H  4.059  -2.265  -2.212
H  2.943  -0.835  -2.302
H  2.284  -2.505  -2.110
O  -0.797  -1.265  1.185

Summary:
* net charge: +1
* gap between HOMO and LUMO: 7.48 eV
* LUMO: -2.67 eV

# 3
One molecule with the formula C5H10O. Source: the Open Molecules 2025 dataset; level of theory: ωB97M-V/def2-TZVPD.

Element x y z (Å)
C  2.071  0.496  0.950
C  1.688  -0.720  0.580
O  0.678  -0.999  -0.264
C  -0.308  -0.009  -0.638
C  -1.402  -0.921  -1.160
C  -0.921  0.942  0.413
H  1.649  1.363  0.462
H  2.769  0.638  1.759
H  2.169  -1.634  0.932
H  0.133  0.610  -1.433
H  -2.216  -0.375  -1.639
H  -1.798  -1.476  -0.302
H  -0.965  -1.639  -1.857
H  -0.263  1.720  0.803
H  -1.746  1.462  -0.095
H  -1.357  0.409  1.264

Summary:
* net charge: 0
* ΔE to the lowest compared entry with this formula, charge and spin: 29.9 kcal/mol
* SMILES: C=COC(C)C
* gap between HOMO and LUMO: 9.90 eV
* LUMO: 1.12 eV

# 4
C23H22N4O4RuS2 as an isolated structure. Source: the Open Molecules 2025 dataset; level of theory: ωB97M-V/def2-TZVPD.

Element x y z (Å)
Ru  0.437  -0.327  0.478
N  3.503  3.115  0.903
C  2.538  2.135  0.866
S  3.009  0.508  0.951
N  1.302  2.626  0.738
N  0.317  1.759  0.681
C  -0.919  2.395  0.414
C  -2.160  1.794  0.403
C  -3.280  2.587  -0.022
C  -4.559  2.105  -0.057
C  -4.816  0.780  0.331
C  -3.771  -0.026  0.750
C  -2.446  0.423  0.807
O  -1.518  -0.381  1.261
H  4.389  2.847  1.294
H  3.165  4.039  1.117
H  -0.821  3.436  0.126
H  -3.076  3.608  -0.328
H  -5.369  2.743  -0.390
H  -5.825  0.388  0.300
H  -3.949  -1.049  1.062
C  -1.020  -2.727  -1.123
O  0.023  -3.265  -0.314
C  0.756  -2.391  0.434
O  1.573  -2.900  1.180
H  -1.451  -3.573  -1.655
H  -0.632  -2.002  -1.839
H  -1.787  -2.252  -0.507
O  0.695  -0.434  2.791
S  1.591  -1.428  3.477
C  1.511  -0.882  5.224
C  0.891  -2.009  6.041
C  -0.163  -2.635  5.132
C  0.547  -2.882  3.808
H  0.857  -0.010  5.180
H  2.502  -0.575  5.551
H  0.476  -1.637  6.980
H  1.649  -2.757  6.291
H  -0.986  -1.934  4.978
H  -0.576  -3.556  5.546
H  -0.100  -2.963  2.939
H  1.203  -3.753  3.840
N  1.494  1.609  -9.283
C  1.399  1.375  -8.160
C  1.282  1.081  -6.765
C  0.185  1.552  -6.039
C  0.074  1.267  -4.695
C  1.049  0.499  -4.039
C  2.145  0.034  -4.780
C  2.263  0.322  -6.124
C  0.921  0.200  -2.657
C  0.811  -0.057  -1.470
H  -0.573  2.143  -6.538
H  -0.770  1.631  -4.125
H  2.899  -0.555  -4.278
H  3.112  -0.041  -6.688

Summary:
* net charge: -1
* gap between HOMO and LUMO (alpha / beta): 4.88 / 6.41 eV
* 2S+1: 6
* ⟨S²⟩: 8.81
* LUMO (alpha / beta): 2.36 / 1.34 eV

Number 1: strongest force on any atom 3.62 eV/Å. Number 2: strongest force on any atom 12.41 eV/Å. Number 3: strongest force on any atom 0.36 eV/Å. Number 4: strongest force on any atom 0.54 eV/Å.